(1)
The following is a quantum chemistry calculation of one molecule with the formula C3H7N3O, from the OMol25 dataset.

Geometry (Å):
C (0.981, -0.159, -0.564)
C (-1.083, 1.060, 0.773)
C (-1.260, -0.514, 0.187)
N (0.074, 0.954, 1.563)
N (-0.201, -0.644, -0.792)
N (2.173, -0.595, -0.919)
O (-0.491, -1.169, -1.907)
H (-0.997, 1.647, -0.114)
H (-1.909, 1.239, 1.446)
H (-1.207, -1.112, 1.046)
H (-2.258, -0.762, -0.326)
H (0.855, 1.620, 1.178)
H (2.320, -1.591, -0.834)
H (3.005, 0.026, -0.737)

- E_HOMO (spin up / spin down) (eV) = -7.9 / -8.3
- total charge = 0
- LUMO (spin up / spin down) (Eh) = 0.0020 / -0.0069
- DFT total energy (eV) = -9735.70034
- Kohn-Sham gap (spin up / spin down) (eV) = 7.94 / 8.12



(2)
The following is a quantum chemistry calculation of a 3-piece molecular cluster, C3H7N3O2 overall, from the OMol25 dataset.

Geometry (Å):
C (2.312, -0.436, 0.316)
C (0.460, 0.668, -0.404)
C (-1.128, -1.110, -0.471)
H (2.672, -0.863, -0.596)
H (0.976, -0.816, 0.989)
H (3.455, -0.698, 1.218)
H (0.037, 2.482, 0.414)
H (-2.084, 0.795, 0.241)
H (-1.365, -2.053, -0.837)
H (-3.081, -1.232, 0.137)
N (-0.319, 1.728, -0.071)
N (0.115, -0.567, -0.675)
N (-2.154, -0.691, 0.304)
O (1.891, 1.002, -0.428)
O (-1.785, 1.792, -0.137)

- E_HOMO (eV) = -9.2
- total charge = 0
- LUMO (Eh) = 0.0114
- DFT total energy (eV) = -11781.46013
- Kohn-Sham gap (eV) = 9.51